C48H120F8N8O20P2S8 | ωB97M-V with the def2-TZVPD basis set

For the relative energy (zero: lowest compared OMol25 entry of this formula, charge and spin), the calculation gives 0.0 kJ/mol. The HOMO energy comes out at -11.748 eV. The frontier orbital gap comes out at 7.423 eV. The spin multiplicity is 1. For the molar mass, the calculation gives 1600.0 g/mol. Its charge is +2.

Each line ends with the Mulliken charge.
Cartesian coordinates (Å):
S  -0.4496  0.1502  -1.6190  0.6788
S  -5.8586  4.5806  -5.6100  0.9576
S  5.8710  3.5710  1.3391  1.0013
S  -2.3908  -0.6508  -2.9763  0.6309
S  -5.5897  2.2013  -6.0685  0.7760
S  3.4271  3.6036  0.7452  0.5439
S  1.7093  5.0585  -3.8911  0.8287
S  0.0749  5.7133  -5.5979  0.9319
P  -2.6478  -5.4622  0.5058  1.0343
P  3.1892  3.9119  5.2830  0.3200
F  1.9788  3.6582  -3.0702  -0.1503
F  -1.3254  5.0350  -6.0396  -0.2660
F  6.7365  3.0402  2.5816  -0.2955
F  -5.2371  5.6452  -4.5634  -0.2900
F  -4.5471  1.1060  -5.4870  -0.1306
F  -3.0376  -0.5012  -4.4115  -0.2337
F  0.3566  1.4889  -1.5867  -0.1744
F  2.2925  2.4670  0.7729  0.1227
O  5.7419  -0.7227  0.7283  -0.3815
O  -5.6180  5.2026  -6.8661  -0.5896
O  -0.3860  6.9182  -5.0204  -0.5668
O  -6.8405  1.7334  -5.5782  -0.5691
O  -3.0211  5.0663  -0.3261  -0.3700
O  -5.4362  2.1159  -7.4772  -0.5900
O  0.8140  5.7005  -6.7932  -0.5869
O  5.8198  4.9533  1.6650  -0.5911
O  2.9242  5.2133  -4.5926  -0.5994
O  -1.9875  -2.0195  -3.1166  -0.4080
O  6.5368  3.1098  0.1952  -0.5701
O  2.9300  4.6839  1.5057  -0.4392
O  0.5768  -0.8281  -1.7254  -0.6412
O  -0.1221  -0.9785  -6.3322  -0.3907
O  -1.2480  0.2267  -0.4471  -0.3437
O  -3.4649  -0.3151  -2.1096  -0.5078
O  -7.2090  4.4976  -5.1878  -0.6009
O  1.4309  5.9415  -2.8118  -0.5786
O  3.6701  3.7315  -0.6222  -0.5650
O  -5.4553  -4.0095  -5.9209  -0.5237
N  -4.8571  3.4055  -5.2218  -0.3970
N  4.5290  2.7509  1.6190  -0.4396
N  -5.9270  -5.3465  -8.0541  -0.2121
N  -1.3069  0.5268  -3.0323  -0.9294
N  -2.7460  3.0510  -3.3746  1.1394
N  0.2302  1.6029  -5.3165  0.7443
N  0.4107  4.4665  -4.5818  -0.0800
N  3.8723  0.1483  2.6029  0.2744
C  -4.0559  2.4814  -1.2980  -1.6747
C  -1.4250  -4.4982  1.4444  -0.2172
C  -6.3723  -5.9968  -6.7488  -0.0660
C  3.5347  -0.7846  1.4505  0.3796
C  0.9651  -0.6651  -5.5014  -0.3715
C  -1.0101  -9.3189  3.0904  -1.1561
C  -4.3034  -4.9968  1.0061  -1.2861
C  2.5927  1.1496  -4.9447  -1.5076
C  0.9888  3.9895  9.6486  -1.2302
C  4.6475  2.8586  5.4451  -0.1374
C  3.7203  5.5123  4.5588  -0.0085
C  6.1793  7.4995  4.3798  -0.8777
C  2.1090  -6.0925  2.2149  -1.5453
C  -0.2485  -6.6117  -4.1019  -1.6770
C  -4.2000  -1.8031  1.5572  -1.4664
C  4.1324  6.4940  5.6780  -0.8067
C  -0.1223  3.5351  2.7873  -0.2220
C  -0.5783  2.0779  2.8042  -0.8702
C  1.9660  3.1461  4.1950  0.2854
C  -4.2826  -3.4145  -5.3195  -0.3579
C  -2.4472  -5.1393  -1.2611  -0.2088
C  -1.3093  -5.8569  -1.9881  -0.9347
C  4.4355  -0.4874  0.3028  -0.1827
C  6.8801  4.1353  5.9426  0.6622
C  -2.2739  -7.1795  0.8819  -0.9049
C  -6.3168  -7.4902  -6.8607  -1.4003
C  2.0113  -0.8190  1.3590  -1.0876
C  6.7526  -0.5092  -0.2305  -0.7716
C  -1.4066  -5.7812  -3.5002  0.8305
C  -3.3855  3.6030  -2.0972  0.3268
C  -2.4447  -9.0573  2.6719  -0.6902
C  -2.3164  4.2929  -1.2707  -0.5619
C  0.0683  -4.8578  1.3420  -0.0283
C  2.4117  4.0503  6.9230  -1.2743
C  -2.6755  -7.5703  2.3129  -0.7463
C  1.3921  0.7545  -5.7523  0.3429
C  4.8630  7.7099  5.1270  -0.8074
C  7.8869  4.5531  7.0128  -1.6794
C  0.6421  3.8800  4.0689  -0.8350
C  -4.1709  -2.6113  0.2402  1.0366
C  -0.4938  -2.3176  -6.1315  -0.4862
C  0.5565  3.2467  8.3942  -0.8470
C  0.6145  -5.8509  2.3691  0.3893
C  -2.2958  6.1568  0.2036  -0.5014
C  -5.0004  -3.8790  0.2228  -0.9929
C  5.7353  3.2722  6.4573  -0.9746
C  1.6383  2.8263  7.3967  -0.2513
C  -5.5814  -5.3562  -5.5999  -0.3011
H  -4.3344  -3.5713  -4.2390  0.1311
H  -1.5873  3.6059  -0.8287  0.2087
H  5.2530  3.8421  7.2594  0.1409
H  4.1564  8.2067  4.4494  0.3903
H  -0.2843  -9.1151  2.2939  0.2525
H  6.1898  2.3596  6.8428  0.4798
H  0.5425  2.5894  -5.2781  0.0467
H  4.5231  5.1323  3.9192  -0.4169
H  7.3635  5.0050  7.8556  0.3419
H  0.5181  3.7791  1.9392  0.0575
H  4.3498  0.5693  0.0035  0.1023
H  1.1077  5.0442  9.3873  0.3024
H  -0.7464  -8.6482  3.9073  0.3400
H  -1.5302  5.8061  0.9119  0.0115
H  2.3654  -6.6365  1.3015  0.3699
H  -6.9302  -7.7442  -7.7406  0.4443
H  -4.2613  -2.3753  -5.6224  0.2469
H  2.3745  -6.8416  2.9667  0.4557
H  -1.3879  1.9637  3.5271  0.4944
H  -1.8858  5.0373  -1.9487  0.6611
H  3.7438  1.1338  2.2807  -0.3992
H  0.4006  -5.4305  3.3600  0.3462
H  3.0707  4.5547  7.6241  0.7825
H  -1.2522  -7.4260  0.5992  0.6280
H  6.7160  0.4643  -0.7306  0.3066
H  -0.0107  2.3421  8.6679  0.5092
H  -6.6545  -5.3751  -8.7684  0.3757
H  -0.1769  1.4259  -4.3690  -0.2307
H  1.1459  2.2721  6.5994  -0.0106
H  2.7089  -5.1909  2.3067  0.2771
H  -3.5108  -2.2359  2.2810  0.2526
H  1.6357  4.7852  6.6445  0.5829
H  -2.9426  6.8806  0.6898  0.3192
H  -3.2966  1.9113  -0.7663  0.1732
H  1.7955  -1.3804  -5.5828  0.6106
H  4.7526  5.9363  6.3857  0.4549
H  2.2754  2.1420  7.9661  0.3956
H  -2.8775  -9.6574  1.8690  0.3705
H  2.9035  5.9067  3.9562  1.0690
H  2.5487  3.2218  3.2641  -0.9128
H  6.4934  5.0608  5.5125  -0.3577
H  0.7218  -6.2465  -3.7585  0.3465
H  -4.8785  -5.9084  0.7632  0.4745
H  6.1073  6.6590  3.6850  0.0617
H  -1.0168  4.1571  2.7379  0.3324
H  -3.6752  -7.2194  2.5641  0.5328
H  -2.0531  3.7637  -3.6463  0.2417
H  -1.2670  -2.5885  -6.8516  0.3180
H  3.7329  -1.7835  1.8525  0.2419
H  -4.1822  4.2392  -2.4778  0.2428
H  0.6920  -0.8332  -4.4451  -0.0088
H  7.4397  3.6180  5.1595  0.3252
H  6.9567  7.2326  5.0985  0.2336
H  -7.3658  -5.5607  -6.6321  0.4249
H  -1.3328  -4.7341  -3.8000  -0.2544
H  -3.0861  -2.7150  0.1081  -0.6119
H  -3.3614  -3.9216  -5.6322  0.2768
H  2.0110  3.6965  9.9159  0.3041
H  -1.9838  -7.0553  2.9920  0.2240
H  -4.4701  -4.8525  2.0740  0.5553
H  0.2530  1.3806  2.9300  0.0164
H  -1.4015  -3.5121  0.9701  -0.1755
H  2.4644  1.2026  -3.8636  0.1697
H  1.4787  0.9277  -6.8224  0.4147
H  -5.0499  -4.0972  -0.8521  0.0590
H  -1.0392  1.7798  1.8566  0.0196
H  -5.6754  -4.3751  -7.7957  0.3296
H  -3.4542  3.0601  -4.1420  0.7574
H  -4.6602  -5.9375  -5.4835  0.1079
H  4.9984  8.4477  5.9217  0.4480
H  -3.9885  -0.7438  1.4266  0.3068
H  -6.9374  -8.0082  -6.1333  0.3864
H  -4.6661  3.0675  -0.6045  0.6633
H  1.5877  -1.0731  2.3320  0.5104
H  1.7130  -1.6010  0.6577  0.2404
H  -6.0543  -3.7705  0.4703  0.6100
H  8.6375  5.1788  6.5270  0.4259
H  -0.8617  -10.3690  3.3330  0.4088
H  -0.3784  -7.6620  -3.8433  0.4062
H  -1.7282  6.6832  -0.5725  0.3452
H  -0.2976  3.6954  7.8634  0.3397
H  5.0623  2.8861  4.4262  -0.1202
H  7.7007  -0.5769  0.2976  0.2899
H  -0.3465  -5.5280  -1.5914  0.1528
H  0.3312  -3.0093  -6.3557  0.4301
H  -0.5580  1.5539  -5.9695  0.5690
H  0.0132  3.5866  4.9230  0.1753
H  -5.2412  -1.8300  1.8919  0.3916
H  3.1890  6.8038  6.1299  0.4006
H  1.9049  2.0828  4.4356  0.9161
H  1.5239  0.0801  0.9833  -0.1341
H  -2.5180  -4.0733  -1.4829  -0.1654
H  -2.9381  -7.7920  0.2540  0.6810
H  -0.2312  -6.5147  -5.1886  0.4678
H  -6.2254  -5.4446  -4.7217  0.3657
H  4.3839  1.8152  5.6373  0.5663
H  3.0513  2.0877  -5.2684  0.3991
H  -1.7524  -4.4618  2.4842  0.8589
H  -2.2603  2.1335  -3.2649  -0.4334
H  -4.3833  -1.9824  -0.6257  0.3226
H  -5.3203  -7.8669  -7.0756  0.3875
H  -5.1173  -5.8704  -8.3923  0.3526
H  -3.0825  -9.2047  3.5467  0.3547
H  3.4256  0.4598  -5.1164  0.5419
H  6.7741  -1.2676  -1.0227  0.3045
H  0.3525  3.8254  10.5088  0.3766
H  -4.7600  1.8692  -1.8554  0.3898
H  4.8807  0.1095  2.7921  0.5410
H  3.2889  0.0371  3.4283  0.4824
H  4.1580  -1.0789  -0.5782  0.5239
H  0.4636  -5.1055  0.3484  -0.0941
H  6.4218  8.3877  3.8060  0.4125
H  0.6445  -3.9337  1.4883  -0.0108
H  0.7251  4.9571  4.2390  0.5399
H  0.0793  -6.8016  2.3800  -0.4156
H  8.5330  3.7585  7.4002  0.4237
H  -1.3109  -6.9240  -1.7303  0.3794
H  -0.8579  -2.5554  -5.1246  -0.1152
H  -2.2568  -6.3078  -3.9431  0.0641
H  -3.3622  -5.5980  -1.6700  0.4932

Atomic forces in eV per Å
S 1.09 2.59 -0.21
S 0.06 5.22 0.80
S 1.96 0.14 1.89
S -3.32 -0.56 -2.68
S 0.79 -3.08 0.75
S -0.78 -1.22 0.87
S 1.64 -2.25 4.82
S -4.16 -1.12 -1.57
P 1.70 0.80 0.38
P -0.23 -0.04 1.09
F -0.07 0.02 -0.35
F 0.12 -0.20 0.02
F -0.35 -0.71 -0.15
F 0.14 -0.55 -0.07
F 0.05 0.07 -0.24
F 0.57 0.87 -0.01
F 0.04 0.31 -0.34
F -0.08 -0.16 0.59
O -0.03 -0.32 0.65
O 0.34 -0.68 -0.26
O 0.76 0.33 0.72
O -0.04 0.37 0.58
O -0.39 -0.21 0.58
O 0.73 0.80 -0.18
O 1.15 0.06 -0.54
O -0.59 0.34 -0.41
O 0.06 0.18 -1.34
O 1.11 -0.16 1.30
O 0.65 -0.37 -1.02
O -0.76 0.53 0.49
O -0.34 -0.62 -0.44
O 0.07 -0.18 0.19
O -0.34 -0.63 0.19
O 0.10 -0.45 0.48
O -0.22 -0.93 0.30
O -0.34 0.58 -0.32
O 0.78 0.26 -1.32
O 1.24 0.40 -0.13
N -1.79 -1.31 -1.62
N -1.00 0.94 -0.76
N 0.43 -0.56 0.49
N 1.41 -2.22 2.11
N 0.60 0.83 0.26
N -0.46 1.16 0.08
N 0.51 1.74 -1.28
N 0.43 0.95 -0.85
C -0.20 1.23 0.10
C 0.69 0.35 -0.95
C -0.67 1.17 0.33
C -1.23 -1.03 1.89
C 0.30 -0.76 0.78
C 0.23 -0.23 -0.91
C -1.87 -1.05 -0.45
C 1.67 0.16 -0.24
C 1.08 0.37 -0.96
C 0.59 -0.12 -1.04
C -0.24 -1.00 0.81
C -0.44 -0.81 0.44
C -0.28 -1.18 0.27
C 0.10 0.79 -0.11
C -1.23 -0.20 -0.59
C 0.25 -0.57 -0.76
C 0.17 0.02 0.29
C -0.33 0.14 -0.88
C 1.44 0.22 -0.55
C -0.16 -0.44 0.14
C -0.88 -0.85 -0.40
C -0.09 -0.67 0.73
C -0.06 0.99 -1.08
C 0.34 0.03 -0.31
C -1.66 -0.83 -0.24
C -1.57 -0.02 -1.50
C -0.17 0.17 -1.07
C 0.80 0.10 -0.62
C 1.40 -0.52 -0.37
C -0.47 -2.12 -0.33
C -1.01 1.03 0.10
C -1.07 1.76 -0.78
C 1.04 -0.29 0.20
C -0.73 0.83 -1.59
C 1.53 0.30 0.70
C -0.80 -0.42 0.86
C -0.52 0.84 -0.40
C 0.28 -0.47 -0.17
C -0.88 -0.17 0.88
C 0.75 1.97 0.52
C -0.25 -1.05 -0.55
C -1.86 -1.25 -0.11
C -0.29 0.40 0.06
C 1.13 -0.07 -0.11
C 1.49 0.29 -1.40
C 0.04 0.45 0.14
C 0.19 0.09 1.42
C -0.77 -0.80 -0.61
H -0.09 0.52 0.04
H 0.07 0.00 -0.07
H 0.15 -0.42 0.33
H 0.05 -0.08 -0.06
H -0.16 0.04 -0.11
H -0.26 0.02 0.35
H -0.22 0.41 -0.03
H 0.09 0.63 -0.27
H 0.35 0.39 -0.01
H -0.17 -0.10 -0.11
H -0.20 -0.06 -0.03
H -0.36 0.13 0.46
H -0.01 -0.31 0.27
H -0.20 0.02 0.11
H -0.17 0.47 -0.32
H 0.35 0.00 -0.18
H -0.04 0.11 0.26
H 0.36 0.46 0.28
H 0.38 -0.30 0.37
H 0.92 -0.28 -0.04
H 0.25 -0.04 -0.08
H 0.16 0.00 0.01
H -0.01 -0.27 0.23
H 0.11 0.15 0.17
H -0.31 0.10 0.33
H 0.68 -0.25 0.30
H 0.02 0.06 0.05
H 0.65 -0.51 -0.67
H 0.21 0.08 -0.21
H 0.06 -0.02 0.05
H -0.20 0.07 0.27
H 0.08 0.19 0.39
H -0.33 -0.30 -0.01
H -0.23 -0.27 0.02
H 0.11 0.20 -0.75
H -0.09 0.31 0.30
H 0.26 -0.08 -0.40
H 0.44 -0.40 0.05
H 0.13 -0.03 -0.22
H -0.41 -0.13 -0.14
H -0.04 -0.13 -0.21
H 0.00 -0.19 0.12
H 0.11 -0.06 0.27
H 0.00 0.14 -0.15
H 0.09 0.14 -0.08
H -0.14 -0.19 -0.21
H 0.10 -0.33 -0.27
H -0.14 0.34 0.04
H 0.68 0.08 -0.17
H 0.38 0.60 0.19
H -0.19 0.49 0.00
H -0.26 -0.03 -0.18
H 0.24 0.31 -0.16
H -0.30 -0.61 -0.06
H -0.29 -0.07 -0.28
H -0.18 -0.94 -0.39
H -0.16 0.01 -0.31
H -0.15 -0.29 0.17
H -0.34 0.35 0.07
H 0.62 -0.01 0.09
H -0.11 -0.06 0.41
H -0.83 0.18 0.46
H -0.45 -0.01 -0.06
H 0.28 0.05 -0.02
H 0.05 -0.66 0.15
H 0.13 0.22 -0.09
H 0.06 -0.08 -0.15
H -0.16 -0.24 0.08
H 0.35 0.52 0.23
H 0.10 -0.17 0.13
H 0.38 -0.08 -0.19
H 0.79 0.03 0.72
H 0.12 -0.39 0.39
H 0.04 0.01 0.04
H 0.08 -0.05 0.06
H 0.15 0.22 0.65
H -0.34 0.63 0.31
H 0.02 0.08 0.39
H 0.17 -0.02 0.01
H -0.21 0.00 -0.16
H 0.54 0.87 -0.02
H 0.15 -0.20 0.06
H -0.04 0.04 0.05
H 0.09 0.34 -0.51
H 0.18 0.23 0.10
H 0.18 -0.11 -0.03
H 0.03 -0.13 -0.06
H 0.20 -0.03 0.59
H 0.24 0.09 0.43
H -0.28 0.06 0.12
H 0.23 0.23 0.13
H 0.20 0.03 0.11
H 0.23 0.12 -0.35
H -0.09 -0.13 0.00
H 0.30 -0.34 0.27
H -0.45 0.13 0.02
H -0.52 0.25 0.08
H 0.04 0.25 -0.01
H -0.54 0.70 0.11
H -0.56 0.13 0.23
H 0.09 -0.22 0.60
H 0.08 0.39 -0.27
H 0.01 -0.32 -0.04
H -0.31 -0.31 -0.04
H -0.33 -0.14 0.19
H -0.21 0.20 -0.05
H 0.28 -0.10 -0.22
H -0.14 -0.22 0.22
H 0.22 -0.43 0.03
H -0.05 -0.21 0.15
H -0.76 -0.39 -0.13
H 0.27 0.04 0.12
H -0.33 0.10 0.34
H 0.37 0.04 -0.50
H 0.06 -0.03 -0.33
H -0.55 -0.39 0.03
H -0.24 0.05 0.11
H 0.08 0.42 0.00
H -0.66 0.64 0.56
H -0.11 0.26 0.00